1.
This record from the Open Molecules 2025 dataset describes a structure of composition C26H27BCl2F7IrN2O5S in a non-equilibrium geometry. The level of theory is wB97M-V/def2-TZVPD.

## Properties
LUMO (spin up / spin down) = -0.6 / -2.6 eV
HOMO energy (spin up / spin down) = -0.304 / -0.306 Ha
total charge = 0
frontier orbital gap (spin up / spin down) = 7.617 / 5.675 eV
electronic energy = -3639.64684 Ha
multiplicity = 5
relative energy (zero: lowest compared OMol25 entry of this formula, charge and spin) = 82.92 kJ/mol
largest force on an atom = 0.0557 Eh/bohr

Each line ends with the Löwdin spin population.
Element x y z (Å)
Ir (0.033, 0.443, 0.220)  3.050
C (2.414, -5.465, -3.305)  0.000
C (1.326, -4.524, -3.830)  0.000
C (1.945, -3.616, -4.904)  0.000
C (0.208, -5.375, -4.445)  0.000
C (0.798, -3.613, -2.740)  -0.001
C (-0.417, -2.941, -2.867)  0.005
C (-0.792, -2.005, -1.920)  0.010
N (-0.036, -1.701, -0.880)  0.111
C (1.083, -2.391, -0.680)  0.008
C (1.529, -3.345, -1.589)  0.003
C (1.853, -2.062, 0.523)  0.009
C (2.550, -3.030, 1.226)  0.003
C (3.261, -2.691, 2.372)  0.000
C (3.296, -1.340, 2.702)  0.004
C (2.563, -0.428, 1.960)  0.009
N (1.838, -0.787, 0.914)  0.091
C (3.971, -3.755, 3.180)  0.000
C (5.360, -3.964, 2.557)  0.000
C (4.113, -3.330, 4.643)  0.000
C (3.178, -5.066, 3.127)  0.000
H (2.702, -6.160, -4.090)  0.000
H (2.054, -6.040, -2.455)  0.000
H (3.304, -4.916, -3.015)  0.000
H (2.422, -4.228, -5.664)  0.000
H (2.698, -2.965, -4.464)  0.000
H (1.191, -2.994, -5.379)  0.000
H (0.638, -6.070, -5.162)  0.000
H (-0.525, -4.773, -4.974)  0.000
H (-0.308, -5.949, -3.679)  0.000
H (-1.068, -3.122, -3.706)  0.001
H (-1.723, -1.464, -1.995)  0.001
H (2.471, -3.826, -1.392)  0.001
H (2.490, -4.053, 0.903)  0.001
H (3.851, -0.986, 3.554)  0.000
H (2.534, 0.620, 2.220)  0.001
H (5.939, -3.045, 2.586)  0.000
H (5.276, -4.278, 1.519)  0.000
H (5.895, -4.732, 3.109)  0.000
H (4.800, -2.495, 4.752)  0.000
H (4.502, -4.159, 5.228)  0.000
H (3.145, -3.044, 5.042)  0.000
H (3.260, -5.543, 2.153)  0.000
H (2.129, -4.874, 3.339)  0.000
H (3.565, -5.760, 3.868)  0.000
Cl (-3.444, 4.297, -5.037)  0.002
C (-2.929, 3.229, -3.796)  0.008
C (-3.773, 2.989, -2.703)  0.002
C (-3.383, 2.110, -1.727)  0.012
Cl (-4.372, 1.790, -0.381)  0.002
C (-2.112, 1.418, -1.765)  0.011
O (-1.871, 0.512, -0.934)  0.141
C (-1.221, 1.812, -2.834)  0.012
C (0.163, 1.460, -2.794)  0.019
O (0.777, 0.795, -1.958)  0.122
C (-1.679, 2.652, -3.860)  0.002
H (-4.718, 3.503, -2.628)  0.000
H (0.758, 1.875, -3.625)  0.007
H (-1.036, 2.867, -4.702)  0.000
F (-1.962, 3.917, 2.196)  0.000
C (-1.095, 2.904, 2.282)  -0.002
F (-1.776, 1.790, 2.015)  0.001
F (-0.624, 2.860, 3.519)  0.000
S (0.198, 3.154, 0.959)  0.004
O (0.615, 4.512, 1.067)  0.021
O (-0.577, 2.812, -0.230)  0.096
O (1.243, 2.150, 1.187)  0.131
F (-1.522, -1.021, 3.929)  0.002
B (-0.578, -1.049, 2.972)  0.002
F (0.058, 0.207, 2.804)  0.044
F (0.376, -2.002, 3.214)  0.001
F (-1.127, -1.282, 1.671)  0.052

Cartesian forces, eV/Å:
-0.4 -1.1 -1.4
-0.2 0.1 0.0
0.1 -0.1 -0.1
-0.1 -0.1 0.1
0.1 0.1 0.1
-0.2 0.1 0.2
0.1 0.0 0.2
-0.3 -0.1 -0.4
0.4 0.4 0.6
-0.1 -0.3 -0.5
-0.1 0.2 0.2
0.4 -0.4 0.3
-0.1 0.3 -0.2
0.0 0.3 -0.1
-0.1 0.0 -0.3
0.5 0.1 0.5
-0.7 0.3 -0.4
0.1 -0.1 0.0
-0.2 0.0 0.1
0.0 0.0 -0.2
0.1 0.2 0.0
0.0 -0.1 -0.1
0.0 -0.1 0.1
0.2 0.0 0.1
0.1 -0.1 -0.2
0.1 0.1 0.0
-0.1 0.1 -0.1
0.0 -0.1 -0.1
-0.1 0.1 -0.1
-0.1 -0.1 0.1
-0.1 0.0 -0.1
0.0 0.1 -0.1
0.1 -0.1 0.0
-0.1 -0.1 -0.1
0.0 0.1 0.1
0.0 -0.1 0.1
0.1 0.1 0.0
0.0 -0.1 -0.1
0.1 -0.1 0.1
0.1 0.1 0.1
0.1 -0.1 0.1
-0.1 0.0 0.2
0.0 -0.1 -0.1
-0.2 -0.1 0.1
0.0 -0.1 0.1
-0.2 0.3 -0.4
0.8 -0.5 0.1
0.3 -0.2 0.1
0.8 -0.3 -0.3
-0.5 -0.1 0.4
-0.7 1.8 -2.1
1.3 -1.4 2.1
-0.6 -0.6 1.0
-0.3 0.4 -0.9
0.2 -0.1 1.0
-0.5 0.5 0.0
-0.1 0.0 0.0
0.0 -0.1 0.0
0.1 0.1 0.0
0.2 0.1 0.0
-0.4 0.3 0.0
-0.1 -0.1 0.1
0.2 0.0 -0.3
-0.9 2.4 0.6
0.2 -0.3 0.1
0.2 -0.6 0.1
0.3 -1.2 -0.1
-0.7 0.2 0.5
0.0 -0.1 -0.3
0.4 0.8 0.0
0.6 -0.7 0.2
-0.4 0.1 -0.7

=====

2.
This record from the Open Molecules 2025 dataset describes a structure of composition C47H56MgN3O9SSe in a non-equilibrium geometry. The level of theory is wB97M-V/def2-TZVPD.

## Properties
LUMO = 2.0 eV
HOMO energy = -0.182 Ha
total charge = -1
frontier orbital gap = 6.910 eV
electronic energy = -5665.76602 Ha
relative energy (zero: lowest compared OMol25 entry of this formula, charge and spin) = 31.84 kJ/mol
largest force on an atom = 0.0757 Eh/bohr

Each line ends with the Löwdin charge.
Element x y z (Å)
Mg (0.694, 0.202, -1.474)  0.608
C (2.532, 1.740, 6.174)  -0.046
C (1.574, 0.532, 5.880)  -0.538
C (2.263, -0.812, 6.212)  -0.066
C (0.366, 0.669, 6.805)  -0.076
C (1.110, 0.588, 4.418)  -0.170
C (1.290, -0.447, 3.514)  -0.068
C (0.976, -0.301, 2.175)  -0.312
Se (0.979, -1.805, 1.035)  1.516
C (-0.865, -1.937, 0.492)  -0.244
C (-1.410, -2.712, 1.525)  -0.113
C (-2.771, -2.923, 1.664)  -0.199
C (-3.541, -2.348, 0.677)  -0.006
C (-3.078, -1.641, -0.442)  -0.069
C (-1.655, -1.353, -0.536)  -0.338
O (-1.204, -0.650, -1.500)  -0.125
C (-4.177, -1.143, -1.367)  -0.530
C (-3.763, -0.734, -2.797)  -0.053
C (-5.207, -2.254, -1.523)  -0.080
C (-4.862, 0.074, -0.677)  -0.037
C (-3.301, -3.858, 2.754)  -0.539
C (-2.714, -5.249, 2.456)  -0.043
C (-2.855, -3.386, 4.174)  -0.050
C (-4.833, -3.832, 2.812)  -0.074
C (0.455, 0.874, 1.636)  -0.355
O (0.363, 1.031, 0.373)  -0.108
C (-0.036, 1.852, 2.617)  -0.073
C (0.349, 1.682, 3.923)  0.008
C (-1.104, 2.852, 2.209)  -0.515
C (-1.962, 2.266, 1.034)  -0.029
C (-1.987, 3.047, 3.435)  -0.071
C (-0.529, 4.201, 1.774)  -0.031
H (2.958, 1.765, 7.183)  0.072
H (3.389, 1.774, 5.452)  0.099
H (1.943, 2.659, 6.034)  0.072
H (2.617, -0.778, 7.260)  0.084
H (1.603, -1.671, 6.156)  0.078
H (3.145, -0.926, 5.601)  0.079
H (0.594, 0.691, 7.894)  0.087
H (-0.235, 1.596, 6.647)  0.082
H (-0.347, -0.128, 6.675)  0.074
H (1.625, -1.397, 3.809)  0.080
H (-0.773, -3.218, 2.243)  0.081
H (-4.636, -2.515, 0.796)  0.090
H (-3.192, -1.531, -3.251)  0.071
H (-4.680, -0.605, -3.419)  0.087
H (-3.114, 0.143, -2.828)  0.079
H (-4.762, -3.103, -2.061)  0.095
H (-5.718, -2.626, -0.629)  0.068
H (-5.986, -1.865, -2.203)  0.080
H (-4.187, 0.941, -0.693)  0.078
H (-5.831, 0.393, -1.157)  0.093
H (-5.096, -0.176, 0.350)  0.070
H (-1.650, -5.215, 2.599)  0.066
H (-3.120, -6.006, 3.146)  0.085
H (-2.894, -5.528, 1.421)  0.088
H (-1.754, -3.347, 4.287)  0.080
H (-3.192, -2.397, 4.289)  0.062
H (-3.242, -4.037, 4.987)  0.088
H (-5.223, -4.176, 1.851)  0.075
H (-5.215, -4.493, 3.617)  0.087
H (-5.249, -2.824, 2.989)  0.094
H (0.092, 2.407, 4.687)  0.094
H (-2.302, 1.222, 1.237)  0.107
H (-2.818, 2.898, 0.944)  0.066
H (-1.419, 2.312, 0.110)  0.062
H (-2.381, 2.105, 3.792)  0.089
H (-1.458, 3.505, 4.280)  0.072
H (-2.830, 3.703, 3.207)  0.083
H (0.270, 4.066, 1.038)  0.061
H (-1.316, 4.790, 1.309)  0.085
H (-0.112, 4.735, 2.611)  0.078
O (-0.975, 0.985, -8.246)  -0.049
C (-1.035, -0.259, -7.609)  -0.230
C (-0.664, -0.050, -6.195)  -0.174
C (-0.690, -1.185, -5.346)  -0.008
C (-0.187, -1.086, -4.090)  -0.091
N (0.203, 0.100, -3.587)  0.084
C (0.147, 1.220, -4.311)  -0.156
C (-0.292, 1.165, -5.634)  0.056
C (0.761, 2.426, -3.642)  -0.224
C (1.850, 3.055, -4.205)  0.027
C (2.619, 3.920, -3.451)  -0.189
C (3.945, 4.430, -4.006)  -0.200
O (4.553, 3.540, -4.917)  -0.072
C (2.203, 4.224, -2.174)  0.009
C (1.068, 3.556, -1.690)  -0.102
N (0.366, 2.701, -2.409)  0.112
H (-1.726, 1.104, -8.843)  0.098
H (-0.306, -0.932, -7.985)  0.117
H (-2.022, -0.725, -7.684)  0.136
H (-1.086, -2.059, -5.817)  0.109
H (-0.171, -1.929, -3.372)  0.134
H (-0.263, 2.065, -6.232)  0.120
H (2.224, 2.734, -5.182)  0.137
H (4.644, 4.645, -3.159)  0.134
H (3.816, 5.343, -4.610)  0.126
H (4.831, 2.750, -4.470)  0.035
H (2.826, 4.826, -1.554)  0.111
H (0.694, 3.805, -0.703)  0.084
O (2.133, -1.360, -0.273)  -0.501
O (1.439, -1.668, -1.455)  -0.382
O (6.763, 0.998, 0.215)  0.025
C (5.853, 0.726, -0.563)  -0.532
N (4.906, 1.606, -1.037)  -0.050
S (3.991, 0.897, -2.127)  0.653
O (2.577, 1.119, -1.769)  -0.337
O (4.232, 1.157, -3.491)  -0.268
C (4.563, -0.725, -1.914)  -0.231
C (4.329, -1.846, -2.710)  -0.025
C (5.321, -2.853, -2.674)  -0.065
C (6.413, -2.757, -1.793)  -0.096
C (6.589, -1.668, -1.001)  -0.026
C (5.663, -0.648, -1.089)  -0.151
H (3.530, -1.918, -3.450)  0.118
H (5.168, -3.766, -3.274)  0.103
H (7.158, -3.574, -1.854)  0.107
H (7.436, -1.460, -0.332)  0.127

Cartesian forces, eV/Å:
-0.1 0.2 0.1
0.1 -0.2 -1.0
0.1 0.1 0.4
0.2 1.0 0.9
-0.8 1.0 0.9
-0.2 -0.3 -0.6
-0.1 0.7 0.4
-0.2 -0.1 -0.2
0.8 -0.2 0.6
-0.1 -0.4 0.7
-0.1 -0.2 -0.1
0.8 0.1 0.2
-1.4 0.1 -0.4
0.6 -0.5 1.4
-0.9 0.2 -0.6
0.3 0.3 0.5
-0.4 0.8 0.1
-0.2 -0.1 0.1
-0.9 -0.2 -1.3
-0.4 0.4 -0.7
0.1 0.5 0.8
-0.9 0.0 0.5
1.1 -1.4 -0.5
-0.3 -0.5 -0.2
-0.4 1.1 0.0
0.0 -0.1 -0.3
0.4 -1.0 -0.9
0.9 -0.2 0.7
0.0 -0.5 -0.2
0.3 -0.2 1.2
-0.4 0.7 0.2
0.1 -0.5 -0.5
-0.3 -0.3 0.0
-0.7 -0.1 0.5
0.3 -0.1 0.0
-0.2 0.1 -0.4
-0.1 -0.1 -0.3
0.2 -0.3 -0.3
0.3 -0.1 -0.6
0.6 -0.4 -0.1
-0.2 -0.6 -0.2
0.7 -1.1 0.6
0.3 0.2 0.0
1.1 0.4 -0.3
0.2 -0.4 -0.2
0.6 0.2 0.4
-0.3 0.0 0.1
0.0 0.0 0.3
0.2 0.3 -0.2
0.0 -0.2 0.3
-0.1 -0.2 0.1
0.9 -0.4 0.1
0.0 0.0 0.3
0.5 0.0 0.1
0.0 0.1 -0.3
-0.2 -0.2 -0.1
-0.4 -0.1 -0.1
-0.6 1.3 0.5
0.1 0.3 -0.5
-0.3 -0.1 0.1
0.3 0.3 -0.5
0.4 -0.3 0.0
-0.2 0.1 -0.3
0.3 0.7 -0.2
-0.9 0.4 -0.1
0.2 -0.2 -0.4
-0.2 -0.3 0.0
-0.1 0.0 -0.3
-0.1 0.0 -0.1
-0.2 0.0 0.2
-0.1 0.3 0.0
0.2 0.3 0.4
-0.4 0.6 -1.2
-0.7 0.9 0.5
-0.1 -0.4 2.3
0.2 1.2 -1.7
-0.4 0.0 1.5
0.3 0.4 0.1
0.3 -0.8 0.0
0.3 0.3 -0.6
0.0 -0.2 -0.5
0.3 -0.6 -1.0
0.5 0.4 -0.3
0.5 0.0 0.1
-0.2 1.0 -0.7
-0.6 -1.0 -0.2
0.3 1.4 -0.2
-0.5 -0.7 0.7
0.3 -0.1 0.2
0.7 -0.8 -0.9
0.0 0.0 0.0
0.0 -0.9 0.3
0.1 0.6 -0.6
-0.1 0.0 0.0
-0.2 0.2 0.3
-0.6 0.0 -0.5
-0.2 -0.1 0.5
0.0 -0.9 0.7
0.1 0.4 0.6
0.1 -0.4 -0.1
-0.1 0.3 1.6
-0.5 -0.3 -1.6
-0.4 -0.1 -0.4
0.1 1.2 0.7
0.3 -0.2 -0.6
-1.6 -0.2 3.6
0.4 -0.5 -0.1
0.8 1.1 -2.8
0.3 -1.4 -0.3
1.1 -0.5 -0.4
-1.2 0.1 0.4
0.3 -1.8 -1.3
0.5 1.2 1.1
-0.3 -0.3 -0.5
0.1 0.2 0.5
0.3 0.6 0.3
-0.4 0.6 0.3
-0.2 -0.5 -0.4